Entry 1:
Here is C4H9NO in the gas phase from OMol25. Energies are from ωB97M-V/def2-TZVPD.

Output
**Relative energy (zero: lowest compared OMol25 entry of this formula, charge and spin)**: 1.359 eV
**Largest force on an atom**: 0.233 eV Å⁻¹
**SMILES string**: C=C(O)NCC
**Highest occupied orbital energy**: -7.885 eV

Element x y z (Å)
1 C -2.13 -0.50 0.89
2 C -1.26 0.05 0.03
3 O -1.34 1.34 -0.39
4 N -0.23 -0.61 -0.61
5 C 1.02 0.06 -0.93
6 C 2.03 0.07 0.22
7 H -2.02 -1.53 1.23
8 H -3.00 0.05 1.24
9 H -2.06 1.77 0.09
10 H -0.11 -1.55 -0.26
11 H 0.78 1.08 -1.24
12 H 1.46 -0.44 -1.80
13 H 2.96 0.57 -0.08
14 H 2.28 -0.95 0.53
15 H 1.62 0.60 1.09

***

Entry 2:
Here is a gas-phase ion, C5H10N (charge +1) at a distorted geometry from OMol25. Energies are from ωB97M-V/def2-TZVPD.

Output
**Relative energy (zero: lowest compared OMol25 entry of this formula, charge and spin)**: 2.432 eV
**Total charge**: +1
**Largest force on an atom**: 4.981 eV Å⁻¹
**SMILES string**: C=[N+]=C(C)CC
**Highest occupied orbital energy**: -15.666 eV

Element x y z (Å)
1 C 2.61 -0.63 0.75
2 N 1.60 -0.19 0.22
3 C 0.53 0.30 -0.15
4 C 0.74 1.53 -1.03
5 C -1.17 -0.12 -0.04
6 C -1.38 -1.58 -0.07
7 H 2.93 -0.47 1.79
8 H 3.34 -1.17 0.00
9 H 0.24 2.47 -0.83
10 H 0.46 1.16 -2.00
11 H 1.83 1.77 -1.12
12 H -1.76 0.55 -0.79
13 H -1.36 0.21 0.97
14 H -1.41 -1.88 -1.13
15 H -2.36 -2.08 0.38
16 H -0.57 -2.07 0.37

***

Entry 3:
Here is a molecular structure, C30H49BN7O5Re from OMol25. Energies are from ωB97M-V/def2-TZVPD.

Output
**Relative energy (zero: lowest compared OMol25 entry of this formula, charge and spin)**: 0.000 eV
**Total charge**: +1
**Largest force on an atom**: 0.736 eV Å⁻¹
**2S+1**: 4
**Highest occupied orbital energy (alpha / beta)**: -11.513 / -11.740 eV

Element x y z (Å)
1 Re 0.15 0.24 -0.33
2 O -0.88 2.13 -0.94
3 C -1.03 2.97 -2.13
4 C 0.28 3.10 -2.88
5 N 0.94 1.82 -3.02
6 C 0.40 0.87 -3.95
7 C 0.39 -0.53 -3.35
8 O 0.67 -1.52 -3.96
9 O -0.02 -0.59 -2.07
10 C 2.37 1.78 -2.87
11 C 2.86 1.27 -1.53
12 O 4.03 1.27 -1.25
13 O 1.94 0.81 -0.68
14 H -1.74 2.08 -0.50
15 H -1.36 3.96 -1.79
16 H -1.80 2.54 -2.75
17 H 0.95 3.76 -2.33
18 H 0.06 3.60 -3.83
19 H 0.95 0.82 -4.90
20 H -0.63 1.13 -4.19
21 H 2.83 2.76 -3.03
22 H 2.81 1.12 -3.63
23 C -4.11 -0.83 2.92
24 C -3.49 -0.74 1.57
25 C -4.08 -0.90 0.33
26 C -3.07 -0.80 -0.61
27 N -1.90 -0.47 0.03
28 N -2.20 -0.49 1.37
29 B -1.06 -0.63 2.38
30 N -0.05 -1.66 1.83
31 N 0.71 -1.46 0.70
32 C 1.49 -2.57 0.54
33 C 1.20 -3.44 1.59
34 C 0.25 -2.84 2.38
35 C -0.39 -3.37 3.61
36 C 2.47 -2.98 -0.55
37 C 3.07 -1.88 -1.41
38 C 3.64 -3.70 0.13
39 C 1.72 -3.96 -1.47
40 N -0.39 0.71 2.58
41 N 0.36 1.27 1.58
42 C 0.95 2.38 2.13
43 C 0.52 2.50 3.45
44 C -0.31 1.43 3.71
45 C -1.00 1.06 4.97
46 C 2.03 3.28 1.57
47 C 1.67 3.85 0.20
48 C 3.35 2.49 1.58
49 C 2.23 4.49 2.50
50 C -3.29 -1.14 -2.07
51 C -2.55 -2.44 -2.42
52 C -2.89 0.03 -2.96
53 C -4.78 -1.41 -2.32
54 H -5.19 -0.91 2.83
55 H -3.88 0.05 3.52
56 H -3.75 -1.70 3.47
57 H -5.11 -1.15 0.15
58 H -1.49 -1.02 3.42
59 H 1.65 -4.41 1.75
60 H -0.01 -4.38 3.81
61 H -1.47 -3.43 3.51
62 H -0.16 -2.75 4.48
63 H 3.69 -1.20 -0.82
64 H 2.31 -1.32 -1.94
65 H 3.71 -2.34 -2.15
66 H 4.11 -3.07 0.88
67 H 4.39 -3.95 -0.62
68 H 3.34 -4.63 0.61
69 H 0.93 -3.45 -2.02
70 H 1.28 -4.79 -0.90
71 H 2.42 -4.38 -2.20
72 H 0.80 3.26 4.15
73 H -0.81 1.83 5.72
74 H -0.65 0.11 5.36
75 H -2.08 0.99 4.84
76 H 1.23 3.10 -0.43
77 H 2.57 4.24 -0.28
78 H 0.96 4.67 0.31
79 H 3.28 1.54 1.06
80 H 3.64 2.29 2.62
81 H 4.14 3.07 1.11
82 H 1.31 5.06 2.62
83 H 2.98 5.14 2.06
84 H 2.60 4.19 3.48
85 H -1.51 -2.43 -2.13
86 H -2.60 -2.62 -3.50
87 H -3.03 -3.28 -1.92
88 H -1.86 0.29 -2.79
89 H -3.52 0.89 -2.75
90 H -3.02 -0.24 -4.01
91 H -5.15 -2.23 -1.72
92 H -4.92 -1.68 -3.37
93 H -5.40 -0.53 -2.12

***

Entry 4:
Here is a gas-phase ion, C10H20BN2O6 (charge -1) at a distorted geometry from OMol25. Energies are from ωB97M-V/def2-TZVPD.

Output
**Relative energy (zero: lowest compared OMol25 entry of this formula, charge and spin)**: 6.265 eV
**Total charge**: -1
**Largest force on an atom**: 8.374 eV Å⁻¹
**Highest occupied orbital energy**: -5.517 eV

Element x y z (Å)
1 C -1.27 -1.75 3.50
2 O -0.31 -1.89 2.39
3 C -0.35 -0.65 1.56
4 B -0.50 -1.16 -0.01
5 C 0.86 -1.85 -0.63
6 C 2.17 -1.80 0.34
7 O 3.45 -2.07 -0.41
8 C 3.79 -0.92 -1.27
9 C 4.09 0.62 -0.76
10 O 3.83 -1.15 -2.60
11 C -0.90 0.10 -0.99
12 C -2.21 0.96 -0.52
13 O -3.22 0.29 0.07
14 N -2.25 2.46 -0.80
15 C -1.61 2.81 -2.12
16 C -1.70 3.28 0.35
17 O -1.54 -2.24 0.02
18 N -2.15 -2.35 -1.17
19 O -3.25 -2.88 -0.91
20 H -1.20 -2.69 4.20
21 H -0.96 -0.79 4.10
22 H -2.34 -1.68 3.00
23 H 0.54 0.08 1.75
24 H -1.33 -0.07 1.93
25 H 1.05 -1.34 -1.69
26 H 0.63 -2.99 -0.89
27 H 2.08 -2.68 1.12
28 H 2.35 -0.79 0.90
29 H 4.73 1.17 -1.57
30 H 4.61 0.63 0.31
31 H 3.02 1.14 -0.68
32 H -0.99 -0.19 -2.14
33 H 0.02 0.86 -0.95
34 H -2.25 2.34 -3.00
35 H -0.47 2.58 -2.21
36 H -1.71 4.00 -2.25
37 H -0.56 3.15 0.55
38 H -1.92 4.42 0.11
39 H -2.26 3.05 1.37

***

Entry 5:
Here is C6H10 in the gas phase from OMol25. Energies are from ωB97M-V/def2-TZVPD.

Output
**Relative energy (zero: lowest compared OMol25 entry of this formula, charge and spin)**: 1.525 eV
**Largest force on an atom**: 0.481 eV Å⁻¹
**SMILES string**: C#CCCCC
**Highest occupied orbital energy**: -9.897 eV

Element x y z (Å)
1 C 3.39 -0.52 0.91
2 C 2.48 -0.16 0.20
3 C 1.35 0.26 -0.63
4 C 0.03 0.42 0.17
5 C -1.16 -0.22 -0.53
6 C -2.46 -0.03 0.25
7 H 4.18 -0.86 1.54
8 H 1.21 -0.49 -1.42
9 H 1.62 1.19 -1.14
10 H -0.17 1.49 0.34
11 H 0.15 -0.03 1.16
12 H -0.96 -1.30 -0.65
13 H -1.27 0.19 -1.54
14 H -2.37 -0.44 1.26
15 H -3.30 -0.54 -0.24
16 H -2.72 1.03 0.33

***

Entry 6:
Here is 7 unconnected molecules or ions with the total composition C15H39ClN18O8PS at a distorted geometry from OMol25. Energies are from ωB97M-V/def2-TZVPD.

Output
**Total charge**: +1
**Largest force on an atom**: 12.096 eV Å⁻¹
**Highest occupied orbital energy**: -10.974 eV

Element x y z (Å)
1 C 2.92 -3.55 4.54
2 C 2.23 -3.25 3.04
3 N 1.31 -2.08 3.25
4 C -0.13 -2.48 3.46
5 C -1.07 -2.49 2.12
6 N -2.29 -3.37 2.47
7 C -2.49 -4.85 2.17
8 N -1.65 -5.74 1.51
9 N -2.05 -7.08 1.39
10 C -1.12 -7.92 1.96
11 O -0.16 -8.77 2.41
12 N -3.82 -5.39 2.71
13 C -4.40 -4.15 3.38
14 Cl -6.04 -4.07 4.32
15 N -3.44 -2.96 3.20
16 P -3.86 -1.36 3.87
17 S -3.02 -0.97 5.60
18 C 1.48 -0.99 2.22
19 C 1.71 -1.18 0.61
20 O 1.49 0.29 2.68
21 H 4.08 -3.74 4.47
22 H 2.42 -4.47 5.08
23 H 2.75 -2.62 5.27
24 H 1.62 -4.24 2.78
25 H 3.06 -3.08 2.22
26 H -0.16 -3.59 3.90
27 H -0.56 -1.76 4.31
28 H -1.54 -1.44 1.85
29 H -0.56 -2.98 1.17
30 H -0.71 -5.44 1.13
31 H -5.31 -1.32 4.13
32 H -3.53 -0.34 2.89
33 H 2.84 -0.85 0.37
34 H 1.00 -0.40 0.05
35 H 1.49 -2.28 0.29
36 C 4.36 2.77 1.04
37 O 5.29 3.42 0.59
38 N 3.11 3.26 1.13
39 N 4.50 1.51 1.49
40 H 2.33 2.74 1.50
41 H 2.96 4.20 0.80
42 H 5.43 1.11 1.44
43 H 3.75 0.96 1.86
44 C -2.62 2.62 2.38
45 O -3.29 1.68 2.77
46 N -2.79 3.18 1.17
47 N -1.65 3.18 3.13
48 H -2.25 3.96 0.83
49 H -3.51 2.79 0.58
50 H -1.49 2.79 4.04
51 H -1.09 3.96 2.82
52 C -1.73 4.71 -2.40
53 O -2.42 4.40 -1.45
54 N -1.09 5.89 -2.49
55 N -1.54 3.90 -3.46
56 H -0.52 6.17 -3.27
57 H -1.21 6.54 -1.72
58 H -2.00 3.00 -3.43
59 H -0.98 4.14 -4.26
60 C 5.87 1.92 -2.89
61 O 4.71 1.82 -3.24
62 N 6.89 1.44 -3.62
63 N 6.24 2.52 -1.74
64 H 7.86 1.51 -3.34
65 H 6.66 0.98 -4.49
66 H 5.50 2.89 -1.16
67 H 7.19 2.61 -1.43
68 C -0.20 1.00 -5.55
69 O -0.81 2.06 -5.50
70 N 0.97 0.82 -4.89
71 N -0.62 -0.06 -6.25
72 H 1.49 -0.04 -4.92
73 H 1.32 1.59 -4.36
74 H -1.50 0.04 -6.75
75 H -0.13 -0.94 -6.29
76 C -4.24 0.61 -4.73
77 O -3.79 -0.29 -5.42
78 N -5.55 0.71 -4.44
79 N -3.48 1.58 -4.20
80 H -5.95 1.44 -3.87
81 H -6.16 0.00 -4.82
82 H -2.48 1.54 -4.39
83 H -3.83 2.32 -3.63

***

Entry 7:
Here is 2 unconnected molecules or ions with the total composition CH3N3O2Si at a distorted geometry from OMol25. Energies are from ωB97M-V/def2-TZVPD.

Output
**Relative energy (zero: lowest compared OMol25 entry of this formula, charge and spin)**: 3.888 eV
**Largest force on an atom**: 3.546 eV Å⁻¹
**Highest occupied orbital energy (alpha / beta)**: -10.130 / -9.400 eV

Element x y z (Å)
1 C 1.15 1.04 -1.41
2 N 1.88 1.56 -2.12
3 N -0.21 0.71 1.44
4 N -0.05 -1.57 -0.13
5 O 0.86 -2.10 -0.79
6 O -0.70 -2.03 0.80
7 Si -0.13 0.38 -0.21
8 H -1.03 0.38 2.10
9 H 0.57 1.16 1.91
10 H -2.34 0.46 -1.57

***

Entry 8:
Here is a molecular structure, C21H49B3Br18N3O6P at a distorted geometry from OMol25. Energies are from ωB97M-V/def2-TZVPD.

Output
**Largest force on an atom**: 4.195 eV Å⁻¹
**Highest occupied orbital energy**: -8.686 eV

Element x y z (Å)
1 N 0.08 -0.76 0.04
2 C -0.42 -2.11 -0.30
3 N -1.58 -2.34 0.61
4 N 0.55 -3.20 -0.03
5 C -1.00 -2.12 -1.75
6 B 0.09 -2.20 -2.92
7 O -0.09 -1.52 -4.18
8 B -0.10 -2.56 -5.14
9 O 0.68 -3.75 -5.05
10 B 0.99 -4.09 -3.71
11 C 0.99 -5.57 -3.09
12 P 2.07 -6.81 -3.95
13 O 1.72 -8.17 -3.36
14 O 1.80 -6.85 -5.60
15 O 3.68 -6.49 -3.65
16 O 1.29 -2.98 -2.85
17 H 1.06 -0.68 -0.20
18 H -0.03 -0.69 1.05
19 H -1.20 -2.56 1.53
20 H -2.01 -3.18 0.24
21 H 1.45 -2.87 -0.38
22 H 0.69 -3.33 0.97
23 H -1.64 -3.04 -1.84
24 H -1.68 -1.26 -1.88
25 H -0.83 -2.43 -6.07
26 H 1.37 -5.48 -2.05
27 H -0.08 -5.89 -3.03
28 H 0.94 -7.28 -5.70
29 H 3.74 -6.51 -2.68
30 Br -2.59 -5.99 1.29
31 C -4.54 -5.93 1.41
32 C -5.12 -5.00 0.38
33 Br -4.89 -3.14 0.90
34 H -4.78 -5.65 2.43
35 H -4.86 -6.95 1.24
36 H -6.20 -5.14 0.31
37 H -4.67 -5.11 -0.60
38 Br -0.54 -2.06 3.91
39 C 0.33 -0.90 5.22
40 C 0.11 0.56 4.91
41 Br 1.25 1.16 3.45
42 H 1.38 -1.18 5.24
43 H -0.13 -1.16 6.17
44 H 0.40 1.18 5.76
45 H -0.91 0.79 4.63
46 Br -0.96 2.59 0.73
47 C -2.30 3.18 -0.56
48 C -2.82 2.01 -1.35
49 Br -1.55 1.46 -2.72
50 H -1.84 3.95 -1.17
51 H -3.10 3.62 0.04
52 H -3.72 2.29 -1.90
53 H -3.02 1.13 -0.74
54 Br -3.15 -1.96 -6.09
55 C -3.49 -0.48 -7.32
56 C -3.05 0.85 -6.75
57 Br -4.31 1.51 -5.42
58 H -4.55 -0.52 -7.55
59 H -2.92 -0.73 -8.21
60 H -3.05 1.60 -7.54
61 H -2.08 0.81 -6.27
62 Br -3.25 6.46 -2.70
63 C -1.84 7.80 -2.75
64 C -0.48 7.16 -2.86
65 Br 0.09 6.41 -1.15
66 H -1.95 8.41 -1.85
67 H -2.05 8.40 -3.63
68 H 0.27 7.90 -3.11
69 H -0.44 6.35 -3.58
70 Br 3.55 -3.56 1.21
71 C 2.71 -5.27 1.62
72 C 3.70 -6.40 1.56
73 Br 4.11 -6.90 -0.28
74 H 1.88 -5.39 0.92
75 H 2.31 -5.15 2.63
76 H 3.28 -7.30 2.01
77 H 4.64 -6.17 2.04
78 Br -0.02 4.70 5.44
79 C 0.15 4.81 3.50
80 C 0.49 6.21 3.05
81 Br -1.07 7.38 3.10
82 H -0.78 4.44 3.08
83 H 0.95 4.12 3.25
84 H 0.80 6.21 2.01
85 H 1.25 6.68 3.66
86 Br 2.08 -2.04 7.74
87 C 3.88 -1.30 7.86
88 C 3.86 0.13 8.32
89 Br 3.31 1.33 6.88
90 H 4.34 -1.43 6.88
91 H 4.40 -1.93 8.58
92 H 4.86 0.46 8.60
93 H 3.17 0.30 9.15
94 Br 3.83 7.92 -0.75
95 C 3.34 9.52 0.25
96 C 1.88 9.85 0.06
97 Br 1.55 10.67 -1.68
98 H 4.01 10.32 -0.08
99 H 3.54 9.28 1.29
100 H 1.56 10.59 0.78
101 H 1.23 8.98 0.12

***

Entry 9:
Here is C7H10O in the gas phase at a distorted geometry from OMol25. Energies are from ωB97M-V/def2-TZVPD.

Output
**Relative energy (zero: lowest compared OMol25 entry of this formula, charge and spin)**: 3.024 eV
**Largest force on an atom**: 5.452 eV Å⁻¹
**SMILES string**: C=C1CC[C@@]2(C)O[C@@H]12
**Highest occupied orbital energy**: -9.494 eV

Element x y z (Å)
1 C -2.52 0.70 0.34
2 C -1.39 0.24 -0.11
3 C -1.01 -1.15 -0.61
4 C 0.55 -1.21 -0.30
5 C 0.92 0.19 -0.10
6 C 2.35 0.34 0.41
7 O 0.63 1.23 -1.04
8 C -0.18 1.09 0.11
9 H -2.69 1.73 0.83
10 H -3.52 0.14 0.33
11 H -1.68 -1.76 -0.07
12 H -1.36 -1.21 -1.57
13 H 0.86 -1.61 0.58
14 H 0.90 -1.85 -1.16
15 H 2.73 1.29 0.56
16 H 3.11 -0.12 -0.19
17 H 2.33 -0.05 1.34
18 H -0.03 2.03 0.65

***

Entry 10:
Here is 2 unconnected molecules or ions with the total composition C6H11NO3 at a distorted geometry from OMol25. Energies are from ωB97M-V/def2-TZVPD.

Output
**Relative energy (zero: lowest compared OMol25 entry of this formula, charge and spin)**: 2.407 eV
**Largest force on an atom**: 1.276 eV Å⁻¹
**SMILES string**: C=CC[C@H](O)CO.N=C=O
**Highest occupied orbital energy**: -9.601 eV

Element x y z (Å)
1 C -2.08 -0.55 1.34
2 C -1.42 -0.74 0.21
3 C -0.03 -1.26 0.13
4 C 0.77 -0.81 -1.11
5 O 1.63 -1.85 -1.54
6 C 1.59 0.48 -0.91
7 O 2.39 0.45 0.24
8 H -1.62 -0.71 2.30
9 H -3.11 -0.23 1.36
10 H -1.92 -0.59 -0.74
11 H 0.52 -1.04 1.04
12 H -0.09 -2.36 0.05
13 H 0.08 -0.65 -1.95
14 H 2.38 -1.86 -0.93
15 H 2.27 0.57 -1.76
16 H 0.92 1.35 -0.91
17 H 1.86 0.70 1.00
18 N -1.40 2.37 -0.06
19 C -0.69 2.07 0.85
20 O 0.09 1.68 1.60
21 H -2.16 2.98 -0.22

***

Entry 11:
Here is 2 unconnected molecules or ions with the total composition C4H12NP at a distorted geometry from OMol25. Energies are from ωB97M-V/def2-TZVPD.

Output
**Relative energy (zero: lowest compared OMol25 entry of this formula, charge and spin)**: 3.278 eV
**Largest force on an atom**: 6.845 eV Å⁻¹
**Highest occupied orbital energy**: -7.978 eV

Element x y z (Å)
1 C 1.83 0.41 0.55
2 C 1.08 -1.88 -0.15
3 C -2.31 1.71 -1.03
4 C 0.66 -0.58 0.55
5 N -0.52 -0.03 -0.08
6 P -1.11 1.38 0.47
7 H 1.38 1.36 0.67
8 H 2.43 0.22 1.39
9 H 2.43 0.47 -0.35
10 H 2.03 -2.18 0.38
11 H 1.34 -1.68 -1.16
12 H 0.21 -2.70 -0.11
13 H -2.49 0.64 -1.13
14 H -1.81 1.94 -1.95
15 H -3.06 2.46 -0.81
16 H 0.48 -0.76 1.57
17 H -0.30 0.39 -1.38
18 H -2.12 0.62 1.23

***

Entry 12:
Here is 2 unconnected molecules or ions with the total composition C19H17NO3 at a distorted geometry from OMol25. Energies are from ωB97M-V/def2-TZVPD.

Output
**Relative energy (zero: lowest compared OMol25 entry of this formula, charge and spin)**: 4.095 eV
**Largest force on an atom**: 1.759 eV Å⁻¹
**Highest occupied orbital energy**: -7.189 eV

Element x y z (Å)
1 N -0.10 0.46 2.75
2 C -1.21 -0.40 2.69
3 O -2.41 -0.08 2.69
4 C -0.71 -1.81 2.63
5 C 0.62 -1.78 2.67
6 C 1.05 -0.35 2.75
7 O 2.23 0.04 2.80
8 H -1.40 -2.64 2.56
9 H 1.35 -2.58 2.66
10 C -0.43 5.45 -3.77
11 O 0.55 4.90 -2.87
12 C 0.30 4.76 -1.54
13 C 1.27 4.09 -0.74
14 C 0.99 3.75 0.56
15 C -0.25 4.14 1.18
16 C -0.50 3.65 2.48
17 C -1.64 3.83 3.32
18 C -1.45 3.63 4.71
19 C -2.48 3.83 5.61
20 C -3.76 4.24 5.19
21 C -4.86 4.42 6.19
22 C -3.95 4.44 3.82
23 C -2.96 4.16 2.87
24 C -1.12 4.99 0.42
25 C -0.91 5.18 -0.94
26 H 0.12 5.46 -4.71
27 H -1.32 4.81 -3.86
28 H -0.73 6.47 -3.51
29 H 2.20 3.81 -1.22
30 H 1.69 3.11 1.13
31 H 0.31 3.03 2.90
32 H -0.44 3.35 5.05
33 H -2.29 3.70 6.68
34 H -5.73 4.86 5.69
35 H -5.15 3.45 6.63
36 H -4.53 5.10 7.00
37 H -4.92 4.81 3.48
38 H -3.18 4.15 1.80
39 H -1.98 5.45 0.91
40 H -1.67 5.64 -1.55

***

What is the largest force on an atom in the first record? 0.233 eV Å⁻¹

***

Number 1 is which compound? C4H9NO